Formula: C11H11BrN3PdS
Source: the OMol25 dataset
Level of theory: ωB97M-V/def2-TZVPD

Kohn-Sham gap (spin up / spin down), eV: 8.639 / 5.026
DFT total energy, hartree: -3688.89158
Net charge: +3
Multiplicity: 5
HOMO energy (spin up / spin down), Ha: -0.692 / -0.716
Expectation value of S²: 6.044

Cartesian coordinates (Å):
Pd (-0.336, 0.246, -0.259)
Br (2.541, 0.198, -0.162)
C (2.678, 2.103, -0.046)
C (3.942, 2.685, -0.019)
C (4.062, 4.069, 0.006)
C (2.920, 4.868, 0.024)
C (1.624, 4.307, 0.007)
C (0.456, 5.095, 0.019)
C (-0.809, 4.529, 0.040)
C (-0.952, 3.138, 0.013)
C (0.182, 2.341, -0.024)
C (1.483, 2.872, -0.018)
H (4.826, 2.064, -0.008)
H (5.045, 4.521, 0.018)
H (3.018, 5.946, 0.080)
H (0.540, 6.176, 0.006)
H (-1.692, 5.157, 0.078)
H (-1.960, 2.724, 0.029)
N (-2.802, -0.401, -0.117)
N (-2.972, -1.800, -0.123)
C (-1.966, -2.642, 0.111)
N (-2.124, -3.942, 0.148)
S (-0.348, -2.019, 0.398)
H (-3.109, 0.007, 0.781)
H (-3.377, 0.012, -0.863)
H (-3.914, -2.176, -0.249)
H (-3.009, -4.419, 0.003)
H (-1.330, -4.547, 0.338)


Formula: CH3NO3
Source: the OMol25 dataset
Level of theory: ωB97M-V/def2-TZVPD

Kohn-Sham gap (spin up / spin down), eV: 7.664 / 8.976
DFT total energy, hartree: -320.18562
Net charge: 0
HOMO energy (spin up / spin down), Ha: -0.300 / -0.326
Energy above the lowest of the compared OMol25 structures with the same formula, charge and spin, kcal per mole: 98.5

Cartesian coordinates (Å):
C (-0.819, 0.295, -0.366)
N (1.470, -0.065, 0.021)
O (1.875, -1.160, 0.064)
O (1.923, 0.999, 0.325)
O (-1.392, -0.815, 0.150)
H (-1.107, 1.187, 0.104)
H (-0.432, 0.222, -1.450)
H (-1.518, -0.663, 1.153)


Formula: C16H31NO7S2
Source: the OMol25 dataset
Level of theory: ωB97M-V/def2-TZVPD

Kohn-Sham gap, eV: 9.224
DFT total energy, hartree: -2005.96253
Net charge: 0
HOMO energy, Ha: -0.317
SMILES string: CO[C@@H](CN)Cc1ccccc1.CCOS(C)(=O)=O.CCOS(C)(=O)=O

Cartesian coordinates (Å):
C (2.953, -0.615, 2.203)
O (2.529, 0.740, 2.340)
C (1.118, 0.890, 2.227)
C (0.469, 1.623, 3.486)
N (-0.188, 0.669, 4.409)
C (0.643, 1.683, 0.943)
C (1.616, 1.611, -0.264)
C (1.489, 0.632, -1.360)
C (2.392, 0.606, -2.506)
C (3.468, 1.604, -2.592)
C (3.645, 2.579, -1.520)
C (2.716, 2.560, -0.394)
H (4.045, -0.593, 1.923)
H (2.915, -1.194, 3.177)
H (2.372, -1.213, 1.457)
H (0.630, -0.128, 2.191)
H (1.193, 2.316, 3.993)
H (-0.352, 2.291, 3.073)
H (-0.841, 1.238, 4.960)
H (-0.805, 0.040, 3.882)
H (-0.373, 1.305, 0.637)
H (0.503, 2.777, 1.180)
H (0.651, -0.108, -1.314)
H (2.262, -0.145, -3.345)
H (4.158, 1.589, -3.466)
H (4.470, 3.328, -1.619)
H (2.870, 3.345, 0.387)
C (-6.864, 1.004, 2.558)
C (-5.744, 1.888, 2.045)
O (-5.125, 2.630, 3.104)
S (-4.086, 1.869, 4.062)
C (-3.401, 3.307, 4.825)
O (-3.074, 1.249, 3.253)
O (-4.817, 1.136, 5.050)
H (-6.475, 0.199, 3.184)
H (-7.408, 0.553, 1.727)
H (-7.562, 1.580, 3.169)
H (-4.999, 1.305, 1.498)
H (-6.153, 2.621, 1.349)
H (-2.887, 3.897, 4.069)
H (-2.696, 2.976, 5.587)
H (-4.205, 3.878, 5.285)
C (0.066, -4.899, -5.826)
C (1.294, -5.348, -5.057)
O (2.385, -4.435, -5.219)
S (2.364, -3.064, -4.383)
C (4.047, -2.609, -4.663)
O (2.192, -3.369, -2.994)
O (1.520, -2.123, -5.060)
H (-0.354, -3.987, -5.399)
H (-0.706, -5.670, -5.800)
H (0.319, -4.683, -6.866)
H (1.066, -5.491, -3.998)
H (1.631, -6.309, -5.447)
H (4.694, -3.349, -4.197)
H (4.206, -1.630, -4.211)
H (4.224, -2.557, -5.736)


Formula: C2H8O2Si
Source: the OMol25 dataset
Level of theory: ωB97M-V/def2-TZVPD

Kohn-Sham gap, eV: 8.829
DFT total energy, hartree: -520.91423
Net charge: 0
HOMO energy, Ha: -0.318
Energy above the lowest of the compared OMol25 structures with the same formula, charge and spin, kcal per mole: 107.7

Cartesian coordinates (Å):
C (0.803, -0.937, -2.063)
C (0.076, 0.010, -1.053)
O (-0.561, 0.012, 3.239)
O (0.519, -0.298, 0.227)
Si (-0.717, 0.866, 1.894)
H (0.411, -1.939, -2.060)
H (0.436, -0.564, -3.008)
H (1.959, -0.896, -1.945)
H (-1.003, -0.260, -1.239)
H (0.355, 1.049, -1.275)
H (-0.069, 0.226, 4.104)
H (-0.369, 2.279, 1.929)
H (-1.841, 0.453, 1.251)


Formula: F3NOS
Source: the OMol25 dataset
Level of theory: ωB97M-V/def2-TZVPD

Kohn-Sham gap (spin up / spin down), eV: 10.200 / 8.185
DFT total energy, hartree: -827.58199
Net charge: 0
HOMO energy (spin up / spin down), Ha: -0.423 / -0.347
Energy above the lowest of the compared OMol25 structures with the same formula, charge and spin, kcal per mole: 13.0

Cartesian coordinates (Å):
N (-1.324, 0.543, -0.605)
O (2.263, -0.353, 0.734)
F (-1.258, 1.796, -0.098)
F (-1.106, 0.712, -1.945)
F (0.881, -2.247, 1.558)
S (1.296, -1.292, 0.273)


Formula: C20H33Cl2N2O4W
Source: the OMol25 dataset
Level of theory: ωB97M-V/def2-TZVPD

Kohn-Sham gap (spin up / spin down), eV: 4.514 / 4.535
DFT total energy, hartree: -2178.76250
Net charge: +3
HOMO energy (spin up / spin down), Ha: -0.618 / -0.618
Energy above the lowest of the compared OMol25 structures with the same formula, charge and spin, kcal per mole: 2.9

Cartesian coordinates (Å):
O (1.085, -2.128, -0.750)
C (1.954, -2.060, -1.685)
C (2.277, -3.352, -2.249)
C (1.910, -4.517, -1.532)
H (1.528, -4.419, -0.517)
C (2.011, -5.750, -2.153)
H (1.721, -6.639, -1.600)
C (2.511, -5.838, -3.455)
H (2.645, -6.815, -3.910)
C (2.886, -4.684, -4.166)
H (3.293, -4.755, -5.177)
C (2.763, -3.431, -3.569)
H (3.023, -2.486, -4.063)
H (2.247, -1.114, -2.147)
C (3.538, -0.478, 0.066)
C (2.238, 0.176, -0.240)
H (4.185, 0.154, 0.706)
H (4.094, -0.641, -0.880)
H (3.416, -1.440, 0.578)
C (2.014, 1.460, -0.536)
C (2.897, 2.573, -0.026)
H (1.203, 1.748, -1.203)
H (3.919, 2.475, -0.426)
H (2.988, 2.531, 1.072)
H (2.529, 3.570, -0.307)
W (0.154, -0.747, 0.246)
Cl (0.903, -1.934, 2.162)
Cl (-0.375, -0.079, -2.052)
C (0.428, 1.102, 2.928)
O (-0.127, 0.863, 1.824)
N (-0.104, 1.959, 3.810)
C (-1.323, 2.712, 3.536)
C (0.551, 2.213, 5.079)
H (1.367, 0.611, 3.227)
H (-1.711, 2.475, 2.542)
H (-1.110, 3.785, 3.606)
H (-2.073, 2.478, 4.302)
H (1.418, 1.553, 5.171)
H (-0.140, 2.023, 5.908)
H (0.882, 3.256, 5.141)
H (-2.898, 4.890, -1.288)
H (-4.167, 3.461, -3.181)
C (-2.081, 4.177, -1.425)
C (-3.231, 2.882, -3.196)
N (-2.585, 2.906, -1.894)
H (-1.581, 4.000, -0.468)
C (-2.416, 1.802, -1.143)
O (-1.825, 1.782, -0.050)
H (-3.462, 1.846, -3.471)
H (-2.830, 0.871, -1.574)
H (-1.378, 4.595, -2.146)
H (-2.576, 3.325, -3.956)
C (-4.219, -1.262, 0.599)
C (-2.801, -1.259, 1.069)
C (-2.516, -1.352, 2.516)
O (-1.889, -1.178, 0.206)
H (-4.868, -1.463, 1.453)
H (-4.383, -2.032, -0.161)
H (-4.494, -0.279, 0.190)
H (-1.668, -2.018, 2.726)
H (-2.336, -0.348, 2.925)
H (-3.408, -1.754, 3.006)


Look up the DFT total energy of the fifth one.
-827.58199 hartree